(1)
ORCA calculation (ωB97M-V with the def2-TZVPD basis set) on a 2-piece molecular cluster, C3H10OSi overall in a non-equilibrium geometry.

Output
Spin multiplicity: 1
SMILES string: O[SiH3].C=CC
Orbital gap, eV: 10.12
Energy relative to the best compared isomer or geometry (same formula, charge and spin), eV: 1.303
Maximum force, eV/A: 2.3
E_LUMO, eV: 0.69

XYZ file:
```
15
Properties=species:S:1:pos:R:3:forces:R:3:mulliken_charge:R:1
H 1.244 -0.997 -0.976 1.1 0.8 -0.3 -0.113
H -2.385 -0.350 -2.070 -0.7 0.2 -0.3 0.253
Si 2.625 -0.405 -0.571 -1.3 -1.9 0.0 0.445
H -3.221 0.882 -0.080 -0.1 -0.8 -0.2 0.274
H -0.472 0.159 1.060 -0.3 0.6 0.1 0.081
H 3.010 0.890 -1.156 0.1 -0.3 -0.4 -0.093
O 2.373 -0.104 1.020 0.6 -0.1 1.1 -0.469
C -2.267 0.346 -0.082 0.7 0.9 -0.1 0.084
H -0.823 -0.557 -1.387 1.8 -0.6 0.5 0.046
H -1.908 0.155 2.091 0.3 1.2 -1.1 0.252
H -1.344 1.768 1.231 -0.1 -0.9 0.5 0.238
C -1.785 -0.218 -1.196 -2.0 0.7 0.7 -0.626
C -1.458 0.660 1.167 0.2 -1.3 0.1 -0.598
H 3.505 -1.660 -0.733 -0.1 1.2 -0.1 -0.102
H 2.905 -0.569 1.683 -0.3 0.3 -0.4 0.326
```
Positions in Å, forces in eV/Å.

---

(2)
ORCA calculation (ωB97M-V with the def2-TZVPD basis set) on a 2-piece molecular cluster, C3H10S3 overall in a non-equilibrium geometry.

Output
Spin multiplicity: 1
SMILES string: CSC.CSS
Orbital gap, eV: 8.99
Energy relative to the best compared isomer or geometry (same formula, charge and spin), eV: 0.632
Maximum force, eV/A: 3.0
E_LUMO, eV: 0.43

XYZ file:
```
16
Properties=species:S:1:pos:R:3:forces:R:3:mulliken_charge:R:1
H -2.431 -1.894 -0.336 0.6 -1.2 0.3 0.337
S 2.055 -0.005 -1.427 0.1 -0.1 0.1 -0.073
H 1.531 -1.350 0.672 0.5 0.0 0.2 0.090
H -1.645 -0.739 2.021 -0.9 0.6 0.0 0.356
H -1.458 -1.422 -1.731 0.3 -0.5 0.2 0.282
H -0.217 -0.044 1.592 -0.1 0.5 -0.6 0.148
S -1.881 0.308 -0.204 0.8 -0.5 0.6 -0.062
S 2.746 -0.825 0.379 -0.9 0.4 -0.7 -0.178
H 0.958 1.688 -0.072 -0.3 0.0 -0.4 0.156
H 1.087 2.209 -1.832 -0.5 -0.6 0.1 0.285
H -1.435 1.103 2.071 -0.5 -0.2 0.0 0.348
C 1.544 1.684 -0.990 1.3 0.6 0.5 -0.636
H 2.451 2.283 -0.812 -0.2 -0.3 0.2 0.335
H -0.523 -1.703 -0.207 -0.1 -0.6 0.2 0.100
C -1.300 0.177 1.515 1.2 -0.8 0.2 -0.827
C -1.482 -1.471 -0.640 -1.3 2.5 -0.8 -0.661
```
Positions in Å, forces in eV/Å.

---

(3)
ORCA calculation (ωB97M-V with the def2-TZVPD basis set) on an isolated ion of composition C3H11BNO2 and charge +1 in a non-equilibrium geometry.

Output
Spin multiplicity: 1
SMILES string: C[C@H](C[NH3+])B(O)O
Orbital gap, eV: 12.11
Energy relative to the best compared isomer or geometry (same formula, charge and spin), eV: 0.906
Maximum force, eV/A: 4.5
E_LUMO, eV: -3.28
Charge: +1

XYZ file:
```
18
Properties=species:S:1:pos:R:3:forces:R:3:mulliken_charge:R:1
H 0.350 -1.604 1.222 -0.5 -0.6 0.7 0.389
O -2.906 -0.585 -0.312 1.2 1.1 1.2 -0.482
H 0.814 -1.140 -0.945 -1.1 -0.4 -1.4 0.283
H 0.440 1.593 -0.961 -0.7 0.2 0.1 0.401
H -3.425 -1.222 -0.785 -0.1 -0.5 -0.6 0.310
H -0.664 0.605 1.623 -2.2 0.5 1.4 0.422
H 2.307 -1.419 -0.244 -1.0 0.6 0.3 0.382
B -1.546 -0.485 -0.328 -1.0 0.3 0.6 0.568
H 1.296 -0.212 1.895 -0.7 -0.5 -1.6 0.395
C 0.663 -0.606 1.023 0.8 1.1 -1.3 -0.829
C -0.128 1.685 -0.016 1.6 -0.1 0.9 -1.438
O -0.787 -1.087 -1.297 -1.3 -0.8 -2.9 -0.713
C -0.545 0.352 0.614 1.4 -1.5 0.3 0.162
H 1.800 0.155 -0.546 -0.3 -1.1 -0.1 0.299
H -1.041 2.265 -0.104 0.2 0.4 -0.4 0.378
N 1.461 -0.800 -0.279 3.7 1.5 2.1 -0.232
H -1.302 -1.269 -2.142 1.0 0.0 1.5 0.325
H 0.580 2.183 0.719 -0.9 -0.2 -0.9 0.380
```
Positions in Å, forces in eV/Å.

---

(4)
ORCA calculation (ωB97M-V with the def2-TZVPD basis set) on a 3-piece molecular cluster, C3H11BNO3 overall in a non-equilibrium geometry.

Output
Spin multiplicity: 1
Orbital gap, eV: 11.00
Energy relative to the best compared isomer or geometry (same formula, charge and spin), eV: 2.075
Maximum force, eV/A: 4.8
E_LUMO, eV: -3.57
Charge: +1

XYZ file:
```
19
Properties=species:S:1:pos:R:3:forces:R:3:mulliken_charge:R:1
C -1.586 1.431 0.144 -0.4 2.5 -0.7 -1.287
O 2.465 -1.936 0.989 -3.1 -3.4 1.5 -0.581
H -2.713 1.586 0.405 2.0 -0.8 -0.2 0.306
H -0.946 1.603 1.009 -0.4 0.2 0.2 0.343
H -1.119 -0.827 1.678 -1.1 0.5 -0.9 0.333
N -1.417 -0.095 -1.628 -0.7 -0.2 -3.8 -0.309
H -1.346 -0.999 -2.094 0.1 0.0 0.6 0.268
C -1.286 0.072 -0.375 -2.4 1.5 1.6 1.107
O 0.765 0.091 -0.600 -0.3 0.0 0.0 -0.160
H 3.096 -1.300 0.852 2.8 2.0 0.1 0.274
H -1.363 2.274 -0.616 -0.3 -1.4 1.0 0.357
C -1.321 -1.031 0.601 2.1 -1.6 -0.3 -1.206
B 1.696 0.823 -0.401 3.9 0.9 0.5 0.330
H -2.113 -1.761 0.350 0.4 0.4 0.5 0.343
H -0.320 -1.470 0.368 -0.8 -0.7 0.1 0.403
H 3.319 2.095 0.097 -0.7 -0.8 -0.4 0.370
O 2.953 1.252 -0.248 -1.0 0.5 0.2 -0.492
H 2.590 -2.486 1.815 0.3 1.4 -1.5 0.319
H -1.354 0.678 -2.347 -0.3 -0.9 1.7 0.283
```
Positions in Å, forces in eV/Å.

---

(5)
ORCA calculation (ωB97M-V with the def2-TZVPD basis set) on an isolated ion of composition C3H11BrN3 and charge +1 in a non-equilibrium geometry.

Output
Spin multiplicity: 1
SMILES string: C[C@H]([NH3+])[C@H](Br)NN
Orbital gap, eV: 9.00
Energy relative to the best compared isomer or geometry (same formula, charge and spin), eV: 3.898
Maximum force, eV/A: 6.2
E_LUMO, eV: -3.74
Charge: +1

XYZ file:
```
18
Properties=species:S:1:pos:R:3:forces:R:3:mulliken_charge:R:1
H 2.269 1.062 1.107 -0.6 0.2 -0.2 0.385
H 0.045 -1.819 1.223 -0.9 1.2 -3.3 0.295
H 1.516 0.485 -1.057 1.5 -1.0 -1.6 0.408
H 0.665 1.478 1.786 -0.2 0.0 -1.1 0.461
H -1.858 -2.634 -0.095 -2.5 -0.7 0.5 0.248
Br -2.253 0.688 0.571 0.8 -0.8 -0.8 -0.260
N -0.934 -2.851 -0.284 1.0 -0.4 -1.2 -0.718
H -0.789 -0.550 -1.513 -0.7 -0.4 0.8 0.407
C 1.185 0.825 1.056 1.5 2.2 -1.4 -1.412
H 1.147 -0.091 1.488 -0.2 -2.9 1.2 0.378
N -0.253 -1.712 0.145 1.8 1.3 2.7 0.141
C 0.719 0.683 -0.439 -4.3 -0.8 4.4 0.187
N 0.058 1.957 -0.860 -0.8 1.3 -0.1 -0.260
H 0.257 2.598 -0.021 -0.9 -0.5 -1.9 0.369
C -0.540 -0.471 -0.441 2.9 -0.4 0.0 -0.539
H 0.424 2.383 -1.761 -0.5 -0.6 1.4 0.384
H -0.604 -3.790 0.030 -0.1 1.7 -0.1 0.274
H -1.054 1.758 -0.936 2.3 0.7 0.6 0.251
```
Positions in Å, forces in eV/Å.

---

(6)
ORCA calculation (ωB97M-V with the def2-TZVPD basis set) on C3H11FO3Si2 in the gas phase in a non-equilibrium geometry.

Output
Spin multiplicity: 1
SMILES string: C[Si](C)(O)O[Si@@](C)(O)F
Orbital gap, eV: 10.25
Energy relative to the best compared isomer or geometry (same formula, charge and spin), eV: 0.000
Maximum force, eV/A: 4.7
E_LUMO, eV: 0.43

XYZ file:
```
20
Properties=species:S:1:pos:R:3:forces:R:3:mulliken_charge:R:1
H -1.681 -2.431 -2.363 0.2 -0.7 -0.1 0.320
Si -1.201 -1.146 -0.557 -3.1 -2.4 2.6 0.456
H -3.232 -2.123 1.300 0.7 1.6 -0.6 0.262
H 1.448 -1.116 1.100 0.6 0.1 0.4 0.199
H 1.232 0.269 2.296 1.5 -0.8 -2.3 0.230
H -2.433 -0.538 1.948 -1.1 -1.1 -2.1 0.222
H 0.246 3.084 0.183 0.3 0.0 0.3 0.318
H 2.948 -0.075 1.550 -1.2 -0.2 -0.3 0.317
C 1.089 2.694 -0.385 -0.5 -0.3 -1.9 -0.936
F -0.345 -2.503 -0.188 -0.2 0.9 0.1 -0.376
O 2.049 0.397 -1.629 1.8 -1.7 -1.9 -0.565
H -3.741 -0.530 0.654 -1.2 1.0 -0.7 0.336
H 2.573 -0.381 -2.002 -1.5 1.8 1.4 0.366
H 0.920 3.075 -1.462 0.3 -0.9 1.5 0.248
C -2.912 -1.061 0.993 4.4 -1.5 0.9 -1.006
O -1.758 -1.544 -2.040 -0.1 1.5 0.1 -0.525
C 1.846 -0.113 1.329 -1.1 1.8 0.6 -0.849
Si 1.231 0.818 -0.312 -0.8 -0.8 2.0 0.422
O -0.332 0.145 -0.337 1.0 1.2 -0.6 0.246
H 2.053 3.080 -0.078 0.1 0.4 0.3 0.313
```
Positions in Å, forces in eV/Å.

---

> Which value of E_LUMO does entry 4 give?

-3.57 eV